{"formula": "C20H48B2F14NO22PtS8", "method": "ωB97M-V/def2-TZVPD", "species": ["Pt", "B", "F", "F", "F", "F", "B", "F", "F", "F", "F", "C", "F", "F", "F", "S", "O", "O", "N", "S", "O", "O", "C", "F", "F", "F", "O", "S", "O", "O", "C", "C", "C", "H", "H", "H", "H", "H", "H", "H", "H", "O", "S", "O", "O", "C", "C", "C", "H", "H", "H", "H", "H", "H", "H", "H", "O", "S", "O", "O", "C", "C", "C", "H", "H", "H", "H", "H", "H", "H", "H", "O", "S", "O", "O", "C", "C", "C", "H", "H", "H", "H", "H", "H", "H", "H", "O", "S", "O", "O", "C", "C", "C", "H", "H", "H", "H", "H", "H", "H", "H", "O", "S", "O", "O", "C", "C", "C", "H", "H", "H", "H", "H", "H", "H", "H"], "positions_angstrom": [[-1.3617, 2.0018, -0.2333], [-0.6486, -0.5472, 0.0609], [-0.6024, -0.0338, -1.1973], [-1.7153, 0.0577, 0.7229], [-0.7389, -1.9145, 0.1687], [0.5336, -0.0712, 0.6368], [-3.9709, 2.2963, 0.3890], [-3.4257, 1.5592, -0.6782], [-3.2694, 3.5101, 0.4572], [-5.3142, 2.3937, 0.1013], [-3.8411, 1.5339, 1.5495], [-1.4474, 6.2742, -1.1822], [-2.5638, 5.5255, -1.3011], [-0.7677, 6.1476, -2.4344], [-1.7058, 7.4646, -0.7267], [-0.3597, 5.3459, 0.1548], [0.7938, 6.2060, 0.2862], [-1.0731, 5.2740, 1.4777], [-0.2263, 3.6988, -0.4260], [1.1829, 3.6566, -1.1598], [1.2681, 2.4440, -1.9664], [1.5325, 4.8640, -1.8600], [2.4159, 3.2915, 0.3506], [2.3836, 4.2095, 1.3847], [2.0543, 2.0296, 0.8038], [3.6521, 3.2236, -0.1836], [-2.9899, -2.9811, 4.7104], [-3.0387, -4.1655, 3.8093], [-3.2847, -5.5219, 4.3754], [-4.1593, -3.8829, 2.6471], [-4.4531, -2.5494, 2.0682], [-5.7009, -2.6437, 1.2322], [-1.4297, -4.2521, 2.7580], [-3.6600, -1.9867, 1.5758], [-4.6512, -1.9076, 2.9266], [-5.4839, -3.3171, 0.4030], [-6.2469, -1.7189, 1.0459], [-6.4468, -3.2072, 1.7929], [-1.3096, -5.1317, 2.1257], [-0.5366, -4.0997, 3.3640], [-1.4211, -3.4570, 2.0124], [3.5698, -4.5693, 2.1401], [3.6539, -3.2845, 2.8299], [4.8648, -2.9174, 3.5255], [3.2427, -2.0516, 1.7790], [3.7220, -0.7918, 2.1089], [5.0205, -0.4246, 1.3420], [2.2946, -3.1889, 4.0245], [3.7647, -0.7630, 3.1976], [3.0240, -0.0236, 1.7758], [4.8255, -0.3265, 0.2741], [6.0336, -0.7329, 1.6002], [5.1266, 0.6240, 1.6201], [1.5470, -3.9746, 3.9150], [1.9946, -2.1733, 3.7663], [2.6707, -3.4585, 5.0114], [-0.9765, 2.2991, 2.0436], [-0.4682, 2.1313, 3.4317], [0.8724, 2.4978, 3.8224], [-1.4639, 2.9201, 4.4792], [-2.5721, 3.5531, 4.0193], [-3.1716, 4.0498, 5.3235], [-0.7633, 0.3620, 3.7802], [-3.1771, 2.7859, 3.5361], [-2.3768, 4.3978, 3.3586], [-3.2259, 3.2667, 6.0797], [-4.1886, 4.3857, 5.1213], [-2.6343, 4.8779, 5.7859], [-1.6381, 0.0683, 3.2000], [-0.9040, 0.2247, 4.8523], [0.0757, -0.1167, 3.2752], [-1.5600, 2.2164, -2.5682], [-1.6530, 1.9973, -4.0468], [-2.8869, 1.6844, -4.7801], [-0.9152, 3.3816, -4.7019], [-1.1886, 3.6734, -6.0811], [0.1426, 3.3932, -6.8437], [-0.3336, 0.7373, -4.5526], [-1.4352, 4.7351, -6.0931], [-1.9904, 3.1036, -6.5507], [-0.0350, 3.8510, -7.8168], [0.2218, 2.3580, -7.1757], [0.9557, 3.8202, -6.2566], [-0.4796, 0.3932, -5.5765], [-0.4845, -0.1036, -3.8757], [0.6566, 1.1906, -4.5050], [3.2597, 1.3434, -3.8086], [3.8228, 0.1316, -3.2103], [4.4945, -0.8886, -4.0541], [4.8031, 0.7052, -2.0500], [5.7943, 1.6559, -2.4822], [6.5729, 1.9558, -1.2241], [2.5494, -0.7782, -2.2000], [5.2167, 2.4991, -2.8610], [6.3113, 1.1884, -3.3203], [6.0567, 2.3721, -0.3590], [7.4735, 2.5503, -1.3771], [7.0845, 1.0379, -0.9347], [3.1451, -1.2136, -1.3977], [2.0321, -1.6029, -2.6901], [1.8818, -0.0581, -1.7268], [-2.7101, -6.3432, -2.2699], [-2.4457, -5.0486, -1.6909], [-3.5638, -4.1794, -1.4126], [-1.6149, -5.3164, -0.2575], [-0.4660, -6.1193, -0.2776], [-0.5276, -7.6552, -0.2435], [-1.0889, -4.1170, -2.6079], [0.2192, -5.8751, 0.5342], [0.2337, -5.6828, -0.9903], [0.3911, -8.2415, -0.2611], [-1.1663, -8.1240, -0.9921], [-0.8757, -8.0360, 0.7167], [-0.4986, -4.8961, -3.0902], [-0.5478, -3.5718, -1.8346], [-1.5672, -3.3893, -3.2635]], "mulliken_charge": [4.945, -1.101, 0.012, -0.468, -0.063, -0.366, 0.091, -0.566, -0.243, -0.325, -0.411, 0.597, -0.161, -0.191, -0.162, 0.501, -0.476, -0.550, -0.494, 0.140, -0.421, -0.451, 0.615, -0.194, -0.148, -0.162, -0.621, 1.167, -0.635, -0.320, 0.346, -1.325, -0.016, 0.020, 0.336, 0.239, 0.370, 0.380, 0.135, 0.001, -0.079, -0.643, 1.204, -0.633, -0.230, 0.118, -1.264, -0.461, 0.743, -0.191, 0.088, 0.395, 0.398, 0.194, -0.056, 0.414, -0.543, 0.982, -0.763, -0.395, 0.784, -1.631, -0.422, 0.000, 0.054, 0.354, 0.410, 0.358, -0.062, 0.584, -0.075, -0.678, 0.751, -0.658, -0.253, -0.442, -1.087, -0.735, 0.328, 0.370, 0.430, 0.256, 0.276, 0.456, 0.153, 0.240, -0.632, 1.167, -0.694, -0.124, -0.381, -1.176, -0.426, 0.286, 0.432, 0.191, 0.425, 0.327, 0.143, 0.527, -0.211, -0.656, 1.165, -0.539, -0.139, -0.337, -1.273, -0.873, 0.386, 0.344, 0.415, 0.293, 0.314, 0.463, 0.065, 0.454], "total_energy_ha": -7253.6853, "relative_energy_ev": 0.000, "spin_multiplicity": 3, "homo_lumo_gap_ev": [9.6049, 8.1360], "total_charge": -1, "lumo_energy_ha": [0.06408, 0.01188]}

=====

{"formula": "C20H48BF4N2O15", "method": "ωB97M-V/def2-TZVPD", "species": ["N", "H", "H", "H", "H", "N", "H", "H", "H", "H", "B", "F", "F", "F", "F", "C", "C", "O", "C", "O", "O", "C", "H", "H", "H", "H", "H", "H", "H", "H", "C", "C", "O", "C", "O", "O", "C", "H", "H", "H", "H", "H", "H", "H", "H", "C", "C", "O", "C", "O", "O", "C", "H", "H", "H", "H", "H", "H", "H", "H", "C", "C", "O", "C", "O", "O", "C", "H", "H", "H", "H", "H", "H", "H", "H", "C", "C", "O", "C", "O", "O", "C", "H", "H", "H", "H", "H", "H", "H", "H"], "positions_angstrom": [[8.0713, 27.4064, 28.2116], [7.4772, 28.1266, 27.7753], [8.1066, 27.4543, 29.2351], [9.0304, 27.5329, 27.8883], [7.7090, 26.5328, 27.8029], [7.6200, 31.1746, 29.7413], [7.1589, 30.4618, 29.1461], [8.5638, 30.8058, 29.8814], [7.1683, 31.2509, 30.6551], [7.6369, 32.1106, 29.3338], [5.4202, 29.3187, 27.9538], [6.6304, 29.6639, 27.2990], [4.9523, 28.0959, 27.4579], [5.6964, 29.3054, 29.3471], [4.3820, 30.2211, 27.7542], [11.7604, 27.7617, 33.2176], [10.5891, 27.4897, 32.2559], [9.4080, 27.9420, 32.9289], [8.2841, 27.9965, 32.2458], [8.1687, 27.6534, 31.0823], [7.3245, 28.4272, 33.0040], [5.9791, 28.4805, 32.5341], [11.6723, 28.7387, 33.6829], [12.7246, 27.8059, 32.7097], [11.7637, 26.8772, 33.8509], [10.4762, 26.4502, 31.9554], [10.6927, 28.1170, 31.3631], [5.6527, 29.5213, 32.4790], [5.3222, 28.0339, 33.2757], [5.8906, 28.0220, 31.5533], [-3.2880, 32.1736, 31.4457], [-2.3791, 32.0847, 30.2390], [-1.3664, 31.1019, 30.5917], [-0.2077, 31.1315, 29.9614], [0.1310, 31.9636, 29.1607], [0.5114, 30.0927, 30.3627], [1.8105, 29.9426, 29.8482], [-2.6408, 32.2549, 32.3203], [-3.8876, 31.2781, 31.5975], [-3.9215, 33.0553, 31.3654], [-1.9105, 33.0413, 30.0198], [-2.8280, 31.6208, 29.3599], [2.3550, 29.3255, 30.5685], [2.3956, 30.8590, 29.7811], [1.8854, 29.3812, 28.9175], [-2.4279, 29.0098, 23.1620], [-1.1205, 29.5282, 22.5649], [0.0159, 29.0752, 23.2835], [0.2338, 29.5022, 24.5100], [-0.4594, 30.2814, 25.1086], [1.2484, 28.8405, 25.0284], [1.6636, 29.1954, 26.3331], [-3.3076, 29.4839, 22.7349], [-2.4668, 29.1740, 24.2378], [-2.3883, 27.9308, 22.9872], [-1.1429, 30.6171, 22.6595], [-1.0608, 29.2252, 21.5261], [2.6758, 28.8168, 26.4624], [1.0999, 28.7313, 27.1424], [1.6936, 30.2787, 26.4387], [5.1080, 33.0585, 19.8677], [4.2517, 32.5127, 20.9771], [4.9702, 31.5652, 21.7568], [4.2839, 30.7583, 22.5260], [3.1047, 30.5640, 22.5277], [5.1513, 30.1242, 23.3339], [4.6348, 29.4912, 24.4817], [5.5478, 32.3445, 19.1748], [5.9095, 33.7059, 20.2402], [4.5580, 33.7777, 19.2546], [3.3690, 32.0449, 20.5312], [3.8053, 33.3096, 21.5744], [4.5670, 30.1516, 25.3490], [5.1469, 28.5537, 24.6803], [3.5793, 29.2142, 24.3960], [11.1670, 25.8926, 22.6926], [10.4181, 25.7143, 24.0423], [9.7914, 26.9687, 24.3943], [8.6542, 26.8772, 25.0647], [8.1362, 25.9157, 25.5756], [7.9574, 28.0127, 25.0339], [8.5012, 29.1995, 24.4964], [12.2229, 26.0638, 22.8877], [10.7365, 26.6980, 22.1081], [11.0888, 24.9016, 22.2477], [11.1708, 25.5297, 24.8096], [9.7449, 24.8662, 23.9789], [7.8458, 30.0344, 24.7672], [8.4420, 29.2593, 23.4089], [9.4713, 29.4714, 24.9110]], "mulliken_charge": [-0.002, 0.010, 0.345, 0.377, 0.431, -0.242, 0.075, 0.399, 0.344, 0.417, 0.439, -0.589, -0.324, -0.199, -0.254, -1.207, -0.185, -0.278, 0.847, -0.831, -0.348, -0.636, 0.323, 0.380, 0.315, 0.331, 0.227, 0.238, 0.329, 0.283, -1.102, -0.241, -0.329, 0.812, -0.576, -0.358, -0.525, 0.299, 0.301, 0.367, 0.311, 0.291, 0.337, 0.353, 0.007, -1.106, -0.187, -0.359, 0.743, -0.594, -0.391, -0.897, 0.356, 0.321, 0.289, 0.298, 0.318, 0.177, 0.573, 0.468, -1.263, -0.152, -0.320, 0.709, -0.555, -0.250, -0.638, 0.308, 0.317, 0.402, 0.270, 0.304, 0.270, 0.324, 0.257, -0.986, -0.373, -0.302, 0.639, -0.633, 0.025, -0.762, 0.289, 0.308, 0.316, 0.270, 0.360, 0.197, 0.338, 0.365], "total_energy_ha": -2453.3103, "spin_multiplicity": 1, "homo_lumo_gap_ev": 7.6153, "total_charge": 1, "lumo_energy_ha": -0.14059}

=====

{"formula": "C20H48N10O2P2", "method": "ωB97M-V/def2-TZVPD", "species": ["C", "N", "C", "P", "O", "N", "C", "C", "N", "C", "C", "H", "H", "H", "H", "H", "H", "H", "H", "H", "H", "H", "H", "H", "H", "H", "H", "H", "H", "C", "N", "C", "P", "O", "N", "C", "C", "N", "C", "C", "H", "H", "H", "H", "H", "H", "H", "H", "H", "H", "H", "H", "H", "H", "H", "H", "H", "H", "C", "C", "N", "H", "H", "H", "C", "C", "N", "H", "H", "H", "C", "C", "N", "H", "H", "H", "C", "C", "N", "H", "H", "H"], "positions_angstrom": [[17.7499, 22.2793, 26.2660], [19.0993, 21.8537, 26.6258], [19.9420, 21.3908, 25.5349], [19.7453, 22.4599, 28.0289], [18.6741, 22.8032, 28.9813], [20.8539, 21.3026, 28.4671], [20.4145, 19.9106, 28.4714], [21.7721, 21.6109, 29.5486], [20.7143, 23.7673, 27.7208], [22.0208, 23.6679, 27.0873], [20.2309, 25.1083, 27.8679], [17.3426, 21.6707, 25.4595], [17.6767, 23.3335, 25.9842], [17.0869, 22.1208, 27.1195], [20.4552, 20.4601, 25.7968], [20.6612, 22.1286, 25.1790], [19.3001, 21.1226, 24.6942], [21.2542, 19.2304, 28.3070], [19.9392, 19.6710, 29.4312], [19.7012, 19.7192, 27.6753], [22.7441, 21.1273, 29.3991], [21.9490, 22.6812, 29.6170], [21.3925, 21.2514, 30.5143], [22.1848, 22.6621, 26.7181], [22.1036, 24.3995, 26.2810], [22.8045, 23.9028, 27.8196], [19.9076, 25.5352, 26.9051], [21.0352, 25.7721, 28.2055], [19.4039, 25.1444, 28.5718], [13.9203, 16.2254, 16.6248], [14.5551, 17.3873, 17.2414], [13.6497, 18.4623, 17.5813], [15.8499, 17.1618, 18.2586], [15.5434, 16.7276, 19.6345], [16.7469, 16.0601, 17.3907], [17.2405, 14.8730, 18.0529], [17.0544, 16.1865, 15.9729], [16.7026, 18.5818, 18.2065], [16.7172, 19.4728, 17.0764], [17.1997, 19.1679, 19.4754], [12.8367, 16.3294, 16.6703], [14.2068, 15.2928, 17.1155], [14.1916, 16.0913, 15.5710], [12.8777, 18.1199, 18.2802], [13.1862, 18.8885, 16.6904], [14.1955, 19.2640, 18.0827], [16.6643, 14.7499, 18.9660], [17.1270, 13.9463, 17.4781], [18.3118, 14.9544, 18.2758], [16.2700, 16.7576, 15.4781], [17.9494, 16.8147, 15.8265], [17.2651, 15.2025, 15.5695], [15.9457, 20.2561, 17.1599], [17.6937, 19.9303, 16.9210], [16.4363, 18.9553, 16.1577], [16.8293, 18.5899, 20.3155], [16.9063, 20.2142, 19.5333], [18.2875, 19.0987, 19.4384], [17.3270, 16.7101, 28.6942], [18.2261, 16.7869, 27.5599], [18.9686, 16.8467, 26.6816], [16.5126, 16.0157, 28.4919], [16.9084, 17.6883, 28.9164], [17.8683, 16.3283, 29.5584], [17.9469, 15.5021, 21.2777], [19.1948, 15.8404, 21.9832], [20.1584, 16.1696, 22.5115], [18.1948, 15.6895, 20.2427], [17.1571, 16.1789, 21.5961], [17.6369, 14.4948, 21.5397], [18.2641, 18.4757, 23.8984], [18.8702, 19.2600, 22.8053], [19.2945, 19.9234, 21.9709], [18.9775, 17.7573, 24.2815], [17.3458, 18.0188, 23.5386], [18.0191, 19.2776, 24.6021], [15.7678, 21.2057, 21.9279], [16.0517, 22.4499, 22.6309], [16.2584, 23.3731, 23.2722], [14.9806, 20.6429, 22.4314], [16.6566, 20.5785, 21.9189], [15.4017, 21.4196, 20.9262]], "mulliken_charge": [-0.927, 0.295, -0.853, 0.421, -0.951, 0.363, -1.152, -1.110, 0.296, -1.182, -1.114, 0.225, 0.313, 0.376, 0.269, 0.264, 0.290, 0.337, 0.387, 0.229, 0.311, 0.401, 0.334, 0.410, 0.369, 0.299, 0.298, 0.376, 0.319, -1.042, 0.299, -1.072, 0.363, -0.908, 0.356, -1.238, -1.055, 0.395, -1.065, -1.152, 0.402, 0.349, 0.269, 0.377, 0.360, 0.266, 0.359, 0.366, 0.365, 0.393, 0.268, 0.308, 0.373, 0.361, 0.314, 0.325, 0.389, 0.272, -0.886, 0.430, -0.416, 0.341, 0.268, 0.274, -0.221, 0.213, -0.476, -0.139, 0.194, 0.431, -0.716, 0.308, -0.586, 0.335, 0.359, 0.374, -0.093, 0.243, -0.437, 0.344, -0.352, 0.319], "total_energy_ha": -2171.6626, "relative_energy_ev": 0.000, "spin_multiplicity": 1, "homo_lumo_gap_ev": 8.6100, "lumo_energy_ha": 0.01635}